[1]
{"formula": "C37H47CdF2Ge2O3PS2", "method": "ωB97M-V/def2-TZVPD", "symbols": ["Cd", "C", "C", "Ge", "C", "C", "C", "C", "Ge", "C", "C", "C", "C", "C", "C", "C", "C", "C", "C", "H", "H", "H", "H", "H", "H", "H", "H", "H", "H", "H", "H", "H", "H", "H", "H", "H", "H", "H", "H", "H", "H", "H", "H", "H", "H", "O", "S", "O", "O", "C", "C", "C", "C", "C", "C", "P", "C", "C", "C", "C", "C", "C", "C", "C", "C", "C", "C", "C", "H", "H", "H", "H", "H", "H", "H", "H", "H", "H", "H", "H", "H", "H", "F", "C", "F", "H", "C", "S", "C", "H", "H", "H", "H", "H", "H"], "coordinates": [[-0.244, -0.939, 0.089], [0.137, -3.799, 2.938], [-0.344, -2.424, 3.378], [0.570, -0.815, 2.684], [-0.517, 0.678, 3.390], [0.171, 2.038, 3.408], [2.317, -0.841, 3.540], [3.337, -0.855, 2.668], [2.567, -0.446, 0.899], [2.800, 1.462, 0.526], [4.243, 1.946, 0.689], [2.918, -1.550, -0.685], [4.102, -1.065, -1.524], [4.767, -1.024, 3.004], [5.183, -1.306, 4.308], [6.525, -1.455, 4.608], [7.485, -1.330, 3.610], [7.088, -1.057, 2.312], [5.740, -0.909, 2.017], [-0.326, -4.580, 3.544], [1.220, -3.898, 3.038], [-0.103, -3.997, 1.895], [-0.166, -2.290, 4.452], [-1.416, -2.308, 3.229], [-0.758, 0.360, 4.411], [-1.468, 0.728, 2.852], [1.121, 1.998, 3.946], [-0.454, 2.798, 3.883], [0.378, 2.377, 2.392], [2.450, -0.944, 4.616], [2.164, 2.013, 1.217], [2.426, 1.647, -0.481], [4.601, 1.798, 1.710], [4.304, 3.013, 0.466], [4.935, 1.431, 0.019], [2.021, -1.486, -1.302], [3.033, -2.591, -0.388], [4.008, -0.011, -1.791], [4.139, -1.630, -2.457], [5.060, -1.213, -1.024], [4.449, -1.416, 5.096], [6.827, -1.673, 5.624], [8.534, -1.450, 3.846], [7.824, -0.960, 1.525], [5.441, -0.688, 1.001], [-1.603, 0.600, -1.074], [-0.763, 0.715, -2.302], [-1.250, -0.061, -3.408], [0.628, 0.448, -1.897], [-0.860, 2.423, -2.826], [-1.246, 2.623, -4.147], [-1.365, 3.907, -4.650], [-1.106, 4.995, -3.831], [-0.718, 4.789, -2.518], [-0.580, 3.507, -1.990], [-0.040, 3.279, -0.242], [1.418, 4.389, -0.190], [1.821, 4.937, 1.030], [3.004, 5.655, 1.131], [3.811, 5.831, 0.015], [3.433, 5.270, -1.196], [2.250, 4.551, -1.297], [-1.316, 4.274, 0.624], [-1.321, 5.659, 0.779], [-2.365, 6.287, 1.442], [-3.419, 5.542, 1.954], [-3.424, 4.163, 1.808], [-2.372, 3.538, 1.153], [-1.455, 1.760, -4.762], [-1.666, 4.056, -5.679], [-1.204, 6.003, -4.213], [-0.509, 5.645, -1.889], [1.201, 4.808, 1.910], [3.293, 6.079, 2.084], [4.732, 6.393, 0.092], [4.061, 5.391, -2.070], [1.973, 4.116, -2.249], [-0.498, 6.252, 0.398], [-2.356, 7.363, 1.560], [-4.231, 6.036, 2.471], [-4.241, 3.577, 2.209], [-2.356, 2.461, 1.032], [0.896, -3.756, -0.180], [-0.102, -2.996, -0.798], [0.240, -2.969, -2.137], [-0.998, -3.622, -0.743], [-3.900, 0.187, 1.026], [-2.920, -1.317, 1.164], [-3.489, -2.133, -0.341], [-3.598, 0.755, 0.149], [-3.738, 0.771, 1.931], [-4.953, -0.085, 0.972], [-3.074, -3.138, -0.358], [-3.161, -1.581, -1.222], [-4.576, -2.201, -0.318]], "forces_ev_per_a": [[-0.237, -0.219, -0.525], [0.018, 0.021, -0.037], [0.059, -0.014, -0.047], [0.009, 0.221, 0.679], [0.019, 0.027, -0.007], [-0.001, -0.005, -0.024], [0.050, -0.031, -0.106], [-0.170, -0.010, 0.003], [0.254, 0.050, -0.076], [0.069, 0.001, 0.072], [-0.009, -0.034, 0.007], [-0.009, 0.010, 0.016], [0.002, 0.002, 0.003], [0.026, -0.001, 0.011], [-0.006, -0.011, -0.013], [0.010, 0.003, -0.007], [-0.013, -0.005, 0.004], [0.012, 0.000, -0.019], [-0.011, 0.009, 0.011], [0.010, -0.006, 0.000], [0.008, 0.005, 0.004], [0.000, 0.002, 0.017], [-0.025, -0.002, 0.005], [-0.034, -0.013, -0.020], [-0.040, 0.000, -0.002], [0.038, -0.001, -0.017], [-0.002, -0.006, -0.010], [0.007, -0.008, 0.003], [0.007, 0.019, -0.008], [0.024, 0.003, 0.000], [-0.039, -0.015, -0.046], [-0.025, -0.014, 0.001], [0.012, -0.001, -0.005], [-0.010, 0.005, 0.001], [-0.006, -0.003, -0.019], [0.067, -0.079, -0.016], [-0.020, 0.012, 0.010], [-0.008, 0.014, 0.018], [0.000, 0.004, 0.001], [0.017, 0.032, 0.017], [0.008, -0.006, 0.002], [0.000, -0.002, 0.002], [0.002, 0.003, -0.002], [0.001, -0.001, 0.002], [-0.001, -0.012, -0.029], [0.024, 0.010, -0.038], [0.136, 0.034, 0.159], [-0.008, -0.070, 0.044], [-0.073, 0.046, 0.019], [-0.010, 0.021, 0.008], [-0.026, 0.014, 0.003], [-0.005, -0.021, -0.011], [-0.006, 0.031, 0.002], [-0.005, -0.007, 0.011], [-0.011, -0.071, -0.054], [0.005, 0.025, 0.075], [0.023, -0.032, -0.056], [0.009, -0.007, -0.002], [-0.022, 0.009, 0.002], [0.002, -0.005, -0.009], [0.005, 0.001, 0.007], [-0.002, 0.016, 0.011], [-0.007, 0.027, -0.015], [0.016, -0.025, 0.006], [-0.019, -0.005, 0.019], [0.005, 0.022, -0.005], [0.020, -0.005, -0.012], [-0.015, -0.017, 0.002], [-0.001, -0.006, -0.008], [0.001, -0.002, 0.000], [0.003, 0.000, 0.001], [0.001, 0.009, 0.015], [-0.005, -0.011, 0.013], [-0.001, 0.000, 0.001], [0.001, 0.001, 0.000], [0.002, 0.001, 0.001], [0.005, -0.001, 0.000], [0.001, 0.006, -0.013], [0.001, 0.002, -0.001], [-0.002, 0.003, 0.001], [-0.002, -0.012, -0.002], [-0.026, -0.026, 0.021], [-0.009, 0.027, -0.023], [-0.131, 0.051, -0.022], [0.014, 0.027, 0.056], [0.034, -0.023, 0.000], [0.033, 0.018, 0.074], [-0.019, -0.042, -0.069], [0.013, 0.022, -0.042], [-0.018, -0.019, -0.022], [0.007, 0.019, -0.008], [-0.004, 0.014, -0.011], [-0.003, 0.007, 0.005], [0.004, 0.000, 0.010], [-0.002, -0.003, -0.002]], "fmax_ev_per_a": 0.71, "orbital_gap_ev": 8.32, "total_energy_ev": -199263.604}



[2]
{"formula": "C37H48ClGdIN5O3PS", "method": "ωB97M-V/def2-TZVPD", "symbols": ["Gd", "C", "C", "C", "C", "C", "C", "H", "H", "H", "H", "H", "H", "C", "N", "C", "C", "C", "C", "C", "C", "C", "C", "H", "H", "H", "H", "H", "H", "H", "H", "H", "H", "H", "H", "Cl", "C", "C", "C", "I", "C", "O", "C", "N", "C", "C", "C", "C", "H", "H", "H", "H", "C", "N", "C", "P", "O", "N", "C", "C", "N", "C", "C", "H", "H", "H", "H", "H", "H", "H", "H", "H", "H", "H", "H", "H", "H", "H", "H", "H", "H", "C", "S", "O", "C", "C", "C", "C", "C", "C", "H", "H", "H", "H", "H", "H", "H", "H"], "coordinates": [[0.099, -0.189, -0.278], [3.556, 0.202, -2.267], [4.328, -0.301, -1.231], [4.122, 0.128, 0.070], [3.171, 1.101, 0.334], [2.429, 1.652, -0.712], [2.616, 1.191, -2.015], [3.713, -0.140, -3.282], [5.096, -1.034, -1.432], [4.723, -0.278, 0.873], [3.076, 1.505, 1.335], [1.798, 2.512, -0.525], [2.101, 1.661, -2.841], [-3.317, -0.158, -1.642], [-2.531, -1.061, -0.798], [-2.623, -2.419, -1.347], [-3.062, -1.043, 0.575], [-2.200, -1.853, 1.519], [-2.795, -2.844, 2.288], [-2.037, -3.570, 3.197], [-0.688, -3.284, 3.325], [-0.105, -2.312, 2.518], [-0.823, -1.572, 1.570], [-4.377, -0.445, -1.655], [-2.943, -0.194, -2.665], [-3.235, 0.865, -1.270], [-3.669, -2.713, -1.497], [-2.161, -3.122, -0.656], [-2.099, -2.468, -2.302], [-4.099, -1.406, 0.590], [-3.060, 0.000, 0.905], [-3.856, -3.043, 2.187], [-2.501, -4.343, 3.796], [-0.085, -3.826, 4.043], [0.958, -2.130, 2.656], [-1.795, 1.783, -7.104], [-1.207, 0.959, -5.696], [-0.866, -0.363, -5.777], [-0.394, -1.038, -4.649], [0.111, -3.070, -4.800], [-0.243, -0.438, -3.400], [0.195, -1.060, -2.350], [-0.615, 0.953, -3.333], [-0.512, 1.546, -2.111], [-0.827, 2.817, -1.999], [-1.267, 3.601, -3.075], [-1.407, 3.019, -4.304], [-1.085, 1.655, -4.473], [-0.957, -0.883, -6.720], [-0.741, 3.247, -1.006], [-1.495, 4.646, -2.922], [-1.766, 3.584, -5.153], [-2.958, 1.506, 3.520], [-2.528, 2.391, 2.439], [-3.552, 2.772, 1.474], [-0.928, 2.595, 2.078], [-0.427, 1.797, 0.909], [-0.780, 4.215, 1.786], [0.511, 4.679, 1.287], [-1.713, 5.262, 2.170], [-0.009, 2.247, 3.403], [0.635, 0.956, 3.603], [-0.178, 3.024, 4.624], [-3.798, 0.897, 3.183], [-3.280, 2.071, 4.399], [-2.159, 0.824, 3.810], [-4.318, 3.393, 1.946], [-4.044, 1.890, 1.054], [-3.105, 3.338, 0.657], [1.250, 3.880, 1.363], [0.862, 5.522, 1.885], [0.455, 5.006, 0.244], [-2.516, 4.853, 2.778], [-2.145, 5.746, 1.290], [-1.197, 6.027, 2.755], [0.709, 0.427, 2.659], [0.080, 0.328, 4.308], [1.638, 1.110, 4.008], [-0.644, 3.981, 4.393], [0.800, 3.211, 5.072], [-0.793, 2.496, 5.359], [0.859, -4.022, -1.049], [1.865, -3.254, 0.234], [1.876, -1.775, -0.088], [3.431, -3.945, -0.321], [3.930, -3.731, -1.596], [5.134, -4.317, -1.952], [5.819, -5.117, -1.045], [5.300, -5.342, 0.221], [4.102, -4.748, 0.590], [1.283, -3.782, -2.020], [-0.144, -3.609, -0.972], [0.847, -5.097, -0.875], [3.379, -3.125, -2.305], [5.536, -4.156, -2.944], [6.760, -5.569, -1.329], [5.823, -5.978, 0.923], [3.682, -4.904, 1.577]], "forces_ev_per_a": [[0.021, -0.293, 0.227], [0.070, 0.087, -0.040], [-0.042, -0.098, 0.004], [0.096, 0.047, 0.035], [0.058, 0.261, -0.033], [0.340, 0.113, -0.059], [0.194, 0.123, 0.087], [0.006, -0.005, 0.014], [0.013, -0.079, -0.032], [-0.012, 0.013, 0.007], [-0.116, -0.074, 0.026], [-0.185, -0.131, -0.003], [-0.146, -0.080, 0.031], [0.062, 0.034, 0.002], [0.071, 0.149, 0.135], [0.188, 0.071, -0.086], [0.135, -0.067, -0.055], [0.009, 0.407, -0.520], [0.091, 0.016, 0.202], [-0.019, 0.039, -0.026], [-0.126, -0.064, 0.027], [0.367, 0.387, -0.152], [-0.543, -0.710, 0.499], [-0.003, -0.006, 0.031], [-0.012, 0.023, 0.015], [0.006, 0.002, -0.030], [-0.019, -0.002, 0.042], [-0.051, -0.021, -0.007], [-0.021, 0.024, 0.012], [-0.028, 0.040, 0.007], [-0.065, 0.010, -0.022], [0.009, 0.016, -0.026], [0.031, 0.008, 0.015], [0.029, 0.025, -0.019], [-0.006, 0.003, -0.046], [-0.002, 0.014, -0.044], [0.035, -0.193, -0.116], [-0.089, 0.277, -0.140], [0.236, -0.382, 0.493], [-0.068, 0.257, -0.061], [-0.078, -0.141, -0.432], [-0.166, 0.024, -0.100], [-0.028, -0.016, -0.225], [-0.257, 0.133, -0.141], [0.015, -0.044, 0.160], [-0.021, 0.006, -0.150], [-0.002, 0.014, 0.062], [0.057, -0.004, 0.278], [-0.020, 0.001, 0.004], [0.017, -0.041, 0.006], [-0.018, -0.001, 0.014], [0.021, 0.016, 0.000], [0.004, 0.014, 0.061], [0.363, -0.090, -0.099], [0.007, 0.028, 0.065], [-0.228, 0.457, 0.403], [0.119, -0.185, -0.071], [0.062, -0.263, -0.029], [-0.021, -0.029, -0.077], [0.013, -0.021, -0.043], [-0.240, -0.193, -0.127], [0.058, 0.129, 0.063], [0.052, 0.027, -0.061], [0.023, -0.020, -0.042], [-0.023, -0.010, -0.024], [-0.032, 0.021, 0.015], [0.016, 0.014, -0.015], [0.006, 0.012, -0.006], [-0.032, 0.004, -0.006], [0.001, 0.044, -0.038], [0.003, -0.026, 0.037], [-0.012, -0.006, 0.016], [-0.031, -0.002, -0.021], [-0.023, 0.006, 0.033], [0.015, -0.021, 0.018], [0.021, -0.046, 0.013], [-0.030, -0.022, -0.039], [-0.008, 0.008, -0.021], [0.022, 0.004, 0.068], [-0.021, 0.037, 0.003], [-0.024, 0.002, -0.025], [-0.001, 0.169, 0.205], [0.277, -0.679, -0.464], [-0.147, 0.103, 0.090], [-0.213, 0.085, 0.305], [-0.002, 0.047, -0.145], [-0.041, 0.051, -0.042], [-0.003, -0.022, 0.078], [0.052, -0.037, -0.025], [-0.100, 0.112, 0.055], [-0.072, 0.043, -0.024], [0.031, -0.020, 0.020], [0.035, 0.011, 0.036], [0.035, 0.082, 0.009], [-0.003, 0.000, 0.007], [-0.013, -0.012, -0.014], [0.021, 0.019, -0.011], [0.051, -0.016, -0.002]], "charge": 1, "fmax_ev_per_a": 1.02, "orbital_gap_ev": [7.43, 6.27], "total_energy_ev": -114322.160, "spin_multiplicity": 8}